1.
A molecular structure, C55H48CrN8PS2SeSi. Source: the OMol25 dataset; level of theory: the ωB97M-V functional and the def2-TZVPD basis.

* E_HOMO (alpha / beta): -6.499 / -6.498 eV
* multiplicity: 4
* lowest unoccupied orbital energy (alpha / beta): -0.83 / -0.52 eV

```
117
Properties=species:S:1:pos:R:3:forces:R:3:mulliken_spin:R:1
Se -0.69551 1.84972 -2.51719 -0.1 0.1 -0.1 0.014
Cr 0.00496 -0.29828 1.08628 0.1 -0.1 0.9 3.252
S -1.41809 -0.92652 2.88159 0.0 0.0 -0.4 -0.110
S 0.90397 0.78000 2.94372 0.0 0.2 -0.3 -0.077
P 0.59837 -1.98357 -1.86996 -0.1 0.2 0.1 -0.013
Si -1.41880 3.92956 -2.89354 0.2 -0.4 -0.1 0.001
N 1.24627 -4.06053 -0.09616 0.1 0.0 -0.1 0.010
N -2.84403 -0.36455 6.31953 0.1 0.0 -0.1 0.003
N 0.78948 -2.17493 0.93570 0.2 -0.3 0.1 -0.134
N -1.33678 -0.70015 -0.38506 -0.4 0.2 -0.1 -0.072
N 2.38057 0.11258 -2.34367 0.0 -0.1 0.0 0.008
N 1.35793 0.29850 -0.40682 0.1 0.2 0.1 -0.185
N 0.64803 2.35815 6.27219 0.0 -0.1 0.0 0.004
N -2.14907 -1.42392 -2.28187 0.0 0.0 -0.1 0.006
C 2.15183 -2.07486 3.89170 0.0 0.0 0.0 0.006
C 1.38711 -4.30555 1.25409 0.1 0.0 0.0 -0.011
C 4.99939 1.74308 -2.91767 0.0 0.0 0.1 0.000
C -3.19966 0.65235 0.51436 -0.1 0.1 0.0 -0.010
C -4.47922 -0.49715 -2.26504 0.0 0.0 0.0 -0.002
C -2.39846 1.67484 1.01461 0.1 0.0 -0.1 0.000
C -1.06346 -1.36974 -1.48945 0.0 -0.1 -0.1 0.025
C 1.37109 -2.58591 6.10492 0.0 0.0 0.0 -0.001
C -4.94852 1.32425 2.01942 0.0 0.0 0.0 -0.001
C 2.51579 4.59862 2.19927 0.0 0.0 0.0 0.000
C 1.28632 4.29684 1.63467 0.0 0.0 0.0 0.002
C -4.49044 0.49389 1.00832 0.1 -0.1 0.0 -0.006
C -2.17922 -1.96207 -3.63311 0.0 0.0 0.0 0.000
C -2.62499 -0.24037 -0.49317 -0.1 -0.3 0.0 0.007
C 5.90759 2.63838 -3.46345 0.0 0.0 0.0 0.000
C -3.15655 -0.71906 -1.66714 0.1 0.1 0.0 -0.014
C -4.12875 2.31933 2.53816 0.0 0.0 0.0 0.003
C 2.17095 1.39339 -0.57398 0.2 -0.1 0.0 0.025
C -0.47760 0.18068 3.80761 0.0 -0.1 0.1 0.029
C 0.89322 -2.76883 -0.25000 -0.1 0.0 0.0 0.044
C 2.86556 -5.61906 2.75058 0.0 0.0 -0.1 -0.001
C 1.25158 -6.79580 1.41128 -0.1 0.0 0.1 0.001
C -6.21195 1.04249 -2.91740 0.0 0.0 0.0 0.000
C 1.18680 -2.91768 3.35210 0.0 0.1 0.0 0.011
C 1.48865 -0.44311 -1.50020 0.1 0.0 -0.1 0.059
C 0.42117 -3.44844 5.57032 0.0 0.0 0.0 0.001
C 0.00402 1.56288 5.74334 0.0 0.0 0.1 -0.003
C 1.83342 -5.59365 1.81200 0.0 0.0 0.0 0.000
C -5.26609 -1.55833 -2.70797 0.0 0.0 0.1 0.000
C 1.11299 -3.12261 1.89209 -0.1 -0.1 0.0 0.032
C -2.80025 4.42230 -1.70527 0.0 0.1 -0.1 0.000
C 0.33000 -3.61507 4.19958 0.0 0.0 0.0 -0.006
C 3.64432 3.87489 1.83300 0.0 0.0 0.0 0.001
C 1.51202 -4.99653 -1.18145 0.0 0.0 0.0 0.000
C 3.53767 2.83523 0.92380 -0.1 -0.1 0.0 -0.002
C 3.49817 3.56026 -2.43065 -0.1 -0.1 0.0 0.000
C 2.65385 -0.34721 -3.69682 0.0 0.0 -0.1 0.000
C -2.85267 2.50254 2.02564 0.0 0.0 0.1 0.020
C -0.02636 5.18631 -2.68468 -0.1 0.1 0.0 0.000
C -0.79829 0.58884 5.07452 0.1 0.0 -0.1 0.045
C 2.82948 1.27517 -1.77410 -0.1 0.1 0.1 -0.008
C 2.23946 -1.90458 5.26669 0.0 0.0 0.0 -0.007
C 3.32353 -6.82622 3.25262 0.0 0.0 0.0 0.000
C 2.75530 -8.02042 2.83029 0.0 0.0 0.0 0.000
C 1.17639 3.25269 0.72904 -0.1 0.1 -0.1 0.013
C -6.99310 -0.01824 -3.35854 0.0 0.0 0.0 0.000
C 4.40956 4.45136 -2.97213 0.0 0.0 0.0 0.000
C -4.95992 0.80606 -2.37504 0.1 0.0 0.0 0.000
C 5.61423 3.99415 -3.49024 0.0 0.0 0.0 0.000
C -1.93238 0.06115 5.75864 -0.1 0.0 0.0 -0.001
C 1.71187 -8.00218 1.91676 0.0 0.0 0.0 0.000
C 2.29583 2.50274 0.38500 0.0 0.0 0.1 0.034
C -6.51919 -1.31790 -3.25260 0.0 0.0 0.0 0.000
C -2.06648 4.09127 -4.65644 -0.1 0.2 0.1 0.000
C 3.78844 2.19701 -2.39622 0.1 0.0 -0.1 -0.001
H -5.11872 -0.30026 0.62425 0.0 0.0 0.0 0.001
H 0.78032 4.97628 -3.39150 0.0 0.0 0.0 0.000
H -0.38942 6.20273 -2.87413 0.0 0.0 0.0 0.000
H -1.22926 -1.75885 -4.12088 0.0 0.0 0.0 0.000
H -0.43021 -4.26204 3.77846 0.0 0.0 0.0 0.000
H -3.25384 5.37078 -2.01448 0.0 0.0 0.0 0.000
H -2.36268 -3.03619 -3.62397 0.0 0.0 0.0 0.000
H -5.94380 1.17909 2.41946 0.0 0.0 0.0 0.000
H 1.71821 -0.61073 -4.18514 0.0 0.1 0.0 0.000
H 6.32299 4.69265 -3.91630 0.0 0.0 0.0 0.000
H 0.38670 5.15715 -1.67258 0.0 0.0 0.0 0.000
H -6.57541 2.05877 -3.00047 0.0 0.0 0.0 0.000
H 3.30621 -4.68768 3.08097 0.0 0.0 0.0 0.000
H -2.93253 3.44362 -4.81244 0.0 0.0 0.0 0.000
H -1.29138 3.79681 -5.36688 0.0 0.0 0.0 0.000
H 1.25044 -8.92929 1.60199 0.0 0.0 0.0 0.000
H -2.42076 4.54541 -0.68761 0.0 0.0 0.0 0.000
H -0.26200 -3.97594 6.22319 0.0 0.0 0.0 0.000
H 2.23787 -5.73194 -0.84844 0.0 0.0 0.0 0.000
H 3.31806 -1.21158 -3.69190 0.0 0.0 0.0 0.000
H 0.41512 -6.78659 0.72245 0.0 0.0 0.0 0.000
H -4.90877 -2.57639 -2.60145 0.0 0.0 0.0 0.000
H -2.21286 3.28412 2.41665 0.0 0.0 0.0 0.000
H 4.13064 -6.83468 3.97371 0.0 0.0 0.0 0.000
H 2.82826 -1.54718 3.23130 0.0 0.0 0.0 0.004
H 1.91353 -4.45623 -2.03340 0.0 0.0 0.0 0.000
H 2.97504 -1.22444 5.67657 0.0 0.0 0.0 0.000
H 3.12653 -8.96329 3.21045 0.0 0.0 0.0 0.000
H 6.84699 2.27528 -3.86028 0.0 0.0 0.0 0.000
H 5.24665 0.68859 -2.86952 0.0 0.0 0.0 0.000
H -2.36368 5.12299 -4.87883 0.0 -0.1 0.0 0.000
H 2.54838 3.90797 -2.04290 0.0 0.0 0.0 0.000
H -7.12780 -2.14800 -3.58781 0.0 0.0 0.0 0.000
H 3.11548 0.46047 -4.25466 0.0 0.0 0.0 0.000
H 0.23213 3.03186 0.24350 0.0 0.0 0.0 0.012
H 4.60832 4.12006 2.25992 0.0 0.0 0.0 0.000
H 0.40825 4.86826 1.90748 0.0 0.0 0.0 0.000
H 2.59669 5.39526 2.92758 0.0 0.0 0.0 0.000
H -4.48345 2.94891 3.34388 0.0 0.0 0.0 0.000
H 4.17527 5.50795 -2.99400 0.0 0.0 0.0 0.000
H 0.60212 -5.51163 -1.48700 0.0 0.0 0.0 0.000
H 1.42561 -2.44201 7.17644 0.0 0.0 0.0 0.000
H -2.96720 -1.46504 -4.18966 0.0 0.0 0.0 0.000
H 4.41394 2.26625 0.63572 0.0 0.0 0.0 0.000
H -3.58672 3.66618 -1.67833 0.0 0.0 0.0 0.000
H -7.96989 0.16848 -3.78600 0.0 0.0 0.0 0.000
H -4.33214 1.62293 -2.04255 0.0 0.0 0.0 0.000
H -1.42858 1.85269 0.55272 0.0 0.0 0.0 -0.012
```
Positions in Å, forces in eV/Å.

=====

2.
8 unconnected molecules or ions with the total composition C55H48F7NO2 at a distorted geometry. Source: the OMol25 dataset; level of theory: the ωB97M-V functional and the def2-TZVPD basis.

* SMILES: NCCCC1=CC(=O)c2ccccc2C1=O.Fc1ccccc1.Fc1ccccc1.Fc1ccccc1.Fc1ccccc1.Fc1ccccc1.Fc1ccccc1.Fc1ccccc1
* E_HOMO: -9.056 eV
* multiplicity: 1
* lowest unoccupied orbital energy: -1.24 eV

```
113
Properties=species:S:1:pos:R:3:forces:R:3:mulliken_charge:R:1
F 0.73805 1.88241 -5.59455 0.1 0.4 -0.5 -0.141
F 8.07895 -3.12457 0.55098 0.1 0.1 0.1 -0.330
F 2.13078 -4.37506 -3.79384 0.1 -0.3 0.0 -0.376
F -4.06418 2.06294 2.38562 0.1 0.1 -0.1 -0.282
F -4.36532 5.94486 -5.43858 0.0 0.1 -0.1 -0.333
F -2.81594 -3.98077 9.53316 -0.1 0.0 0.0 -0.310
F -1.68516 -0.03581 -9.61769 0.0 0.1 -0.1 -0.310
O 1.99337 1.73673 0.06379 0.5 -1.1 4.5 -0.584
O 1.65650 -2.05746 3.61868 0.8 5.3 -0.8 -0.607
N 5.96881 1.94776 5.68324 -1.0 -0.6 -0.4 -0.620
C -0.50902 5.77098 -6.06604 0.0 0.0 0.0 -0.604
C -1.60616 -3.54192 9.15296 0.7 0.3 -0.2 0.351
C 4.60144 -1.13917 3.49805 -0.4 -0.4 0.1 -0.549
C -1.44161 -0.92412 -7.44895 0.1 0.1 0.0 -0.273
C 0.04777 5.08549 -7.14206 -0.1 -0.1 0.3 -0.415
C -6.09468 -0.28391 4.25081 -0.1 0.3 0.0 -0.389
C -2.94638 -3.13526 -8.23140 0.2 0.2 0.2 -0.367
C -1.70827 -1.94094 -6.53714 -0.2 -0.1 -0.2 -0.254
C -4.38024 4.03510 -2.36216 -0.1 -0.1 -0.3 -0.478
C 2.09014 1.36805 1.26322 -0.3 0.2 -1.2 0.044
C 0.47543 3.77152 -6.98192 0.1 -0.2 -0.1 -0.583
C -0.07850 -2.92781 7.40786 0.0 0.0 0.3 -0.211
C 0.74879 -1.12015 -3.04189 0.1 0.0 -0.4 -0.462
C 3.35976 -0.36151 2.84788 -0.7 1.2 -1.2 0.452
C -0.33879 0.33472 4.48401 0.1 3.2 -2.9 -0.580
C -7.05352 0.57590 4.77940 0.0 0.0 0.0 -0.456
C -1.33084 -3.38878 7.80315 -0.1 0.0 -0.1 -0.565
C -4.11696 5.05356 -3.27242 0.1 0.1 0.0 -0.282
C -0.22669 3.82586 -4.67232 0.0 -0.2 0.2 -0.326
C 1.72374 -3.10575 -3.95773 -0.2 0.8 -0.2 0.259
C -0.12552 2.68638 2.33561 -0.1 -3.4 2.9 -0.505
C 1.87282 -2.49694 -5.19276 0.1 0.0 -0.1 -0.572
C 1.16470 -2.43240 -2.88545 0.0 -0.3 0.3 -0.312
C -1.23262 2.68088 3.45530 2.1 -2.3 -0.4 -0.339
C 1.89108 -0.83351 3.33962 -0.4 -2.0 0.0 0.314
C 0.33054 3.15510 -5.74937 -0.3 1.0 -0.2 0.428
C -5.08552 0.21823 3.43544 0.2 -0.1 -0.1 -0.279
C -5.98740 2.44385 3.69215 0.0 0.2 0.0 -0.430
C -5.12866 2.92913 -2.75486 0.0 -0.1 0.0 -0.503
C -0.64395 5.14321 -4.82994 0.1 -0.1 -0.4 -0.428
C -1.93749 -1.01966 -8.73958 -0.2 -0.6 0.6 0.227
C 6.48425 -4.75627 1.14380 0.2 0.0 0.2 -0.410
C -0.65458 -3.24976 10.11690 -0.1 0.0 0.2 -0.425
C 1.44435 -1.18107 -5.35634 0.0 -0.1 0.5 -0.543
C 5.59089 -0.22351 4.38025 0.0 0.0 0.4 -0.564
C -5.36530 3.86541 -4.96331 0.0 0.0 -0.2 -0.435
C 4.59849 -5.13498 -0.30176 -0.1 0.0 -0.1 -0.550
C 6.94198 -3.78181 0.27048 -0.7 -0.4 -0.1 0.320
C -2.68924 -2.11343 -9.14006 0.0 0.0 -0.2 -0.419
C 0.78125 0.34449 3.38818 -1.8 1.7 0.5 0.418
C -5.61926 2.84168 -4.05588 0.2 0.2 0.2 -0.376
C 0.60079 -2.79988 9.72244 -0.1 0.0 -0.3 -0.303
C -2.45788 -3.04639 -6.92960 0.0 0.0 0.0 -0.647
C 0.88192 1.51407 2.32782 -1.6 -0.4 1.9 0.445
C 5.30397 -5.43279 0.85746 0.0 0.2 -0.2 -0.313
C 5.06815 -4.15723 -1.17307 0.0 -0.1 0.2 -0.186
C -1.36320 1.52840 4.50489 2.8 0.1 -2.7 -0.445
C 0.88668 -2.63718 8.36881 0.1 0.0 0.0 -0.599
C 3.42156 0.66385 1.86648 -0.6 -1.3 1.4 -0.403
C -4.61472 4.95955 -4.56239 -0.1 -0.6 0.5 0.320
C 5.06382 1.26373 4.67685 1.4 0.2 -0.8 -0.102
C 0.88550 -0.49211 -4.27952 -0.1 -0.1 0.2 -0.425
C -5.04100 1.57742 3.16732 -0.6 -0.3 0.5 0.252
C 6.24420 -3.47389 -0.88367 0.1 0.2 -0.2 -0.554
C -7.00272 1.93933 4.49852 0.2 -0.3 -0.1 -0.360
H -0.04880 3.50643 1.55130 -0.2 -1.3 1.3 0.372
H 4.43963 1.03735 1.47916 -1.9 -0.7 0.4 0.414
H 5.75690 -0.72500 5.40622 -0.4 0.6 -1.6 0.261
H 1.35597 -2.57606 10.46834 -0.1 0.0 -0.1 0.361
H 0.14568 -2.79626 6.35387 0.0 -0.1 0.1 0.485
H 1.05904 -2.93897 -1.93284 0.0 0.0 -0.1 0.485
H 1.54678 -0.69326 -6.32008 0.0 -0.1 0.1 0.400
H -4.00211 4.10380 -1.34750 0.0 0.0 -0.1 0.429
H -5.74554 3.81869 -5.97712 0.1 0.0 0.0 0.424
H -0.85225 -0.06018 -7.16334 0.0 0.0 0.0 0.481
H 4.19136 -1.96098 4.20186 0.4 1.4 -1.4 0.282
H 5.19182 -1.69735 2.68394 -1.0 1.0 1.1 0.185
H -6.19901 1.97724 -4.36138 0.1 0.1 0.0 0.375
H 3.96867 1.31862 5.00595 1.6 -0.2 -0.5 0.281
H -1.96285 3.56821 3.44512 1.2 -1.7 0.2 0.300
H -0.42823 -0.49836 5.25245 0.3 1.2 -1.3 0.295
H 6.84747 1.42846 5.79815 -0.7 0.3 0.2 0.240
H 0.14848 5.57440 -8.10523 0.0 -0.1 0.1 0.375
H 0.91917 3.22533 -7.80622 0.0 0.0 0.1 0.401
H -2.09240 -3.62894 7.07040 0.0 0.0 0.1 0.420
H -3.52859 5.91763 -2.98635 -0.1 0.0 0.0 0.451
H 6.63714 -0.20159 3.88425 -1.7 0.3 0.7 0.295
H 4.51694 -3.92494 -2.07827 0.1 0.0 0.1 0.373
H 7.04997 -4.98089 2.04056 0.0 0.0 -0.1 0.426
H -5.33094 2.13205 -2.04640 0.0 0.1 -0.1 0.409
H 4.93392 -6.19018 1.54042 0.1 0.1 -0.1 0.381
H -5.92685 3.50288 3.46926 0.0 -0.1 0.0 0.409
H -0.33132 3.31819 -3.72022 0.0 0.0 -0.1 0.495
H 5.22116 1.86268 3.69714 -0.8 -1.0 1.5 0.081
H 1.86602 -2.28288 8.06282 -0.1 0.0 0.0 0.395
H 0.31779 -0.58463 -2.20251 0.1 -0.1 -0.1 0.488
H -3.52707 -3.99931 -8.53651 0.0 0.1 0.0 0.361
H 0.55678 0.53305 -4.40403 0.1 -0.7 0.3 0.687
H -2.66276 -3.84200 -6.22020 0.0 0.1 -0.1 0.382
H -0.83917 6.79752 -6.18942 0.0 -0.1 0.0 0.380
H -7.75292 2.60724 4.90813 0.1 0.0 -0.1 0.360
H 3.67766 -5.66332 -0.52769 0.1 0.1 0.0 0.399
H 6.61934 -2.70382 -1.54776 0.0 0.0 0.0 0.426
H -6.13331 -1.34490 4.47386 0.0 0.1 -0.1 0.375
H -1.33187 -1.87115 -5.52196 0.0 0.0 -0.1 0.425
H -1.07448 5.67999 -3.99154 0.0 -0.1 -0.1 0.366
H -0.89778 -3.37493 11.16562 0.0 0.0 -0.1 0.400
H 2.31938 -3.04611 -6.01356 0.0 0.0 0.1 0.423
H -3.06790 -2.16120 -10.15449 0.1 0.0 0.0 0.409
H -4.33584 -0.43759 3.00817 0.0 0.1 0.0 0.445
H 5.47972 2.08806 6.57503 0.6 -0.3 -0.5 0.236
H -2.21050 1.55838 5.28553 1.6 0.0 -1.4 0.375
H -7.84343 0.18382 5.41216 0.1 0.0 -0.1 0.365
```
Positions in Å, forces in eV/Å.